Computed, not measured: 10 unconnected molecules or ions with the total composition C57H59BIN11O19P, with ωB97M-V with the def2-TZVPD basis set.

Structure (XYZ):
```
149
Properties=species:S:1:pos:R:3:forces:R:3
I 0.1829 -2.2870 2.3501 0.3 0.0 -0.4
P -1.5187 1.5793 -0.3666 0.0 -0.1 -0.2
O 3.3852 2.7489 -0.8495 -0.1 0.2 -0.3
O 3.0441 -8.3657 -4.9048 0.1 0.0 -0.4
O -5.3001 -1.0192 3.7678 -0.1 -0.2 0.3
O -8.7632 6.0415 3.0858 0.1 0.4 0.1
O -6.0149 -2.0705 -10.7330 -0.1 -0.4 -0.1
O -1.7684 3.1303 2.0913 2.0 0.4 -0.5
O 8.0195 -0.6634 5.5527 0.3 0.1 -0.2
O 5.1177 -4.5646 7.7197 -0.1 0.3 -0.3
O 1.9763 -8.1454 -3.0609 -0.3 0.0 0.2
O -2.8792 4.3184 -4.6605 -0.1 0.0 -0.4
O -2.6070 4.3751 -2.5300 -0.3 0.1 0.2
O 4.8371 -6.6023 8.3189 -0.1 -0.4 0.0
O -2.2199 -2.5005 -3.0706 -0.3 -0.2 0.3
O 3.3823 1.3431 0.7692 0.2 -0.2 0.3
O -10.8792 5.7157 3.1617 -0.4 -0.1 0.1
O -5.6683 -0.0179 -11.2349 0.0 0.3 -0.2
O -4.1663 -0.1794 2.1459 0.4 -0.4 -0.3
O 7.1037 -1.5809 7.2572 0.0 -0.1 0.4
O -1.8090 -1.2572 -4.7632 0.0 0.2 -0.4
N -3.1938 2.3096 -0.3287 -0.6 0.3 0.1
N 7.0706 -1.1617 6.1195 -0.1 0.0 0.0
N 5.2049 -5.4669 8.5195 0.0 0.0 0.0
N -9.8449 5.8967 2.5598 0.0 0.0 0.0
N -5.6370 -0.9514 -10.4624 0.0 0.0 0.0
N -2.3081 4.6922 -3.6522 0.0 -0.1 0.1
N 3.9344 2.1306 0.0255 -0.3 -0.1 0.0
N 2.9906 -8.1171 -3.7205 0.0 0.0 0.0
N -1.6347 -2.2537 -4.0952 0.0 0.2 0.2
N 0.4271 3.5327 0.9494 -1.0 0.2 -0.6
N -4.9988 -0.1136 3.0132 0.0 0.2 0.0
C -4.5635 -1.5280 -6.9396 0.0 0.2 -0.1
C -6.0311 3.4040 2.3868 -0.2 -0.1 0.2
C 6.5606 -7.0088 -1.7669 0.0 0.0 0.0
C 8.0720 2.7679 0.5780 0.0 0.0 0.0
C 5.9321 -6.1639 10.7630 0.0 -0.1 0.1
C 0.6356 6.8089 -2.8147 0.0 0.0 -0.2
C -11.1668 5.8708 -0.9234 0.2 0.0 0.0
C -4.7052 0.5674 -8.7679 0.0 0.1 0.0
C -11.1214 5.8104 0.4610 -0.2 0.0 0.0
C 4.7031 -1.8109 6.0148 -0.1 -0.1 0.1
C 6.5761 -7.2932 -3.1271 -0.1 0.0 0.2
C 0.1730 0.6846 -0.5213 0.2 -1.4 -0.2
C 5.8119 -1.2649 5.3863 -0.5 -0.1 -0.3
C 0.5404 -5.2756 -4.2372 0.0 0.1 -0.1
C 6.7389 -3.5592 11.3272 0.0 -0.2 0.1
C -0.4677 5.9799 -2.6718 0.0 0.0 0.2
C 6.8746 -4.5571 12.2844 0.0 0.0 0.0
C -0.4248 -4.3726 -3.8164 0.0 -0.1 0.1
C 5.3712 2.3453 0.2059 0.6 0.1 0.1
C -4.2288 0.7949 -7.4851 -0.1 -0.2 0.0
C 7.3886 3.4741 -0.4049 0.0 -0.2 0.2
C 0.0894 -2.9519 -5.7045 0.1 0.1 -0.1
C 6.0423 1.6312 1.1834 0.1 -0.1 0.1
C -0.7869 6.0063 -5.0692 0.0 0.0 -0.2
C 6.0306 3.2628 -0.5970 0.0 0.1 -0.1
C 7.4006 1.8439 1.3689 0.0 0.1 -0.2
C -1.1639 5.5846 -3.8033 0.6 0.4 -0.1
C 4.5592 -0.9451 3.3751 0.0 -0.1 0.2
C -5.0436 -1.7648 -8.2190 0.0 -0.1 0.1
C 1.0276 7.2354 -4.0774 0.0 0.0 0.0
C 3.5135 -1.9247 5.3102 0.2 0.1 -0.2
C 1.0540 -3.8592 -6.1182 -0.1 -0.1 0.2
C -8.7225 6.1151 0.3862 0.1 0.0 0.0
C 5.4070 -7.6671 -3.7722 0.1 0.0 -0.1
C -5.6909 1.1650 3.1487 -0.5 0.7 0.1
C 5.3770 -7.1024 -1.0452 0.1 0.0 -0.2
C 6.1983 -3.8565 10.0852 0.0 0.2 -0.1
C -5.3630 2.1939 2.2763 0.2 -0.1 -0.2
C 3.4419 -1.4955 3.9907 -0.1 0.0 0.0
C 0.0163 -0.8709 -0.3542 0.7 0.7 0.0
C -9.9970 6.0534 -1.6515 0.0 0.0 0.0
C 5.7517 -0.8247 4.0719 0.0 0.0 -0.2
C -7.3199 2.5404 4.2324 0.1 0.0 -0.2
C 0.3153 6.8378 -5.2029 0.0 0.0 0.2
C -5.1133 -0.7115 -9.1200 0.2 0.1 0.5
C 4.2027 -7.4732 -1.6827 -0.1 0.0 0.1
C -6.6584 1.3251 4.1309 -0.1 0.0 0.1
C -8.7766 6.1712 -0.9982 -0.2 0.0 0.0
C 1.2815 -5.0175 -5.3842 0.0 0.0 0.0
C -9.8979 5.9391 1.1013 0.0 0.0 -0.7
C -4.1606 -0.2501 -6.5715 0.0 0.1 0.1
C 4.2304 -7.7478 -3.0420 0.6 0.2 0.3
C 6.4758 -5.8580 12.0015 0.0 0.2 -0.1
C 5.7952 -5.1569 9.8195 0.3 0.2 0.6
C 1.1415 -1.5098 0.5234 -1.0 -0.1 -0.3
C -0.6361 -3.2174 -4.5530 0.5 -0.4 -0.2
C -7.0097 3.5782 3.3586 0.0 0.1 0.0
B -0.8916 2.8320 0.9919 -0.5 0.5 1.2
H 5.5026 3.8130 -1.3624 -0.2 -0.1 0.1
H 4.7542 -2.1493 7.0386 0.2 0.0 0.0
H -0.9527 -1.1065 0.0961 0.0 0.1 -0.3
H 1.9072 -0.8056 0.8491 -0.2 -0.1 0.0
H -7.7713 6.2087 0.8902 -0.1 0.0 0.1
H -0.9961 -4.5743 -2.9216 -0.1 0.2 0.0
H 6.5857 -6.6331 12.7479 0.0 0.0 0.0
H 0.5461 0.8463 -1.5469 0.1 0.3 0.4
H -12.0326 5.6671 1.0232 0.1 0.0 0.1
H -3.3480 2.8511 -1.1761 0.2 -0.1 0.1
H -1.3361 5.6958 -5.9460 -0.1 -0.1 0.1
H -4.7563 1.3829 -9.4745 -0.1 -0.1 -0.1
H 5.4231 -7.8869 -4.8297 -0.2 0.0 0.0
H -5.3582 -2.7596 -8.4992 0.0 0.1 -0.2
H -2.1145 2.2876 2.3689 -0.9 -0.5 -0.2
H -3.8772 1.5596 -0.3862 0.1 -0.2 0.0
H 1.8928 7.8779 -4.1856 0.0 0.0 0.0
H -1.1267 2.5849 -1.3874 0.2 0.0 -0.3
H -10.0367 6.1040 -2.7321 0.0 0.0 0.0
H 4.4968 -0.6135 2.3482 -0.1 0.0 0.0
H -7.8676 6.3088 -1.5676 0.0 0.0 0.0
H 9.1305 2.9390 0.7286 0.0 0.0 0.0
H -8.0799 2.6794 4.9903 0.0 0.0 0.0
H 0.7170 -6.1793 -3.6705 0.0 0.0 0.0
H 2.6418 -2.3513 5.7879 0.0 0.0 0.0
H 7.2924 -4.3202 13.2548 0.0 0.0 0.0
H 7.4741 -6.7117 -1.2677 0.0 0.0 0.0
H 1.5856 -2.3774 0.0288 0.0 0.1 0.3
H 7.0524 -2.5484 11.5494 0.0 0.0 0.0
H -5.7877 4.2124 1.7101 0.1 0.0 0.0
H 1.1292 3.0216 1.4611 0.2 0.0 0.0
H 5.3687 -6.8823 0.0135 0.0 0.0 0.0
H 7.4994 -7.2203 -3.6856 0.0 0.0 0.0
H 1.1922 7.1184 -1.9405 0.0 0.0 0.0
H -0.0836 -2.0517 -6.2764 -0.1 0.0 0.1
H 0.9364 0.9974 0.2029 -0.2 0.3 -0.2
H -7.5335 4.5271 3.4312 0.2 -0.4 0.1
H -12.1148 5.7773 -1.4356 0.0 0.0 0.0
H 6.0964 -3.0773 9.3422 0.0 -0.1 -0.1
H 5.5229 0.9158 1.7997 -0.1 0.1 -0.1
H 2.0391 -5.7217 -5.7066 0.0 0.0 0.0
H 5.6206 -7.1756 10.5476 -0.1 0.1 -0.2
H 6.6175 -0.3953 3.5879 0.1 -0.1 0.2
H -3.7924 -0.0685 -5.5703 0.0 0.0 0.0
H 7.9141 4.1918 -1.0205 0.0 0.0 0.0
H 0.3634 4.4907 1.2709 0.2 -0.1 0.5
H 0.6220 7.1727 -6.1849 0.0 0.0 0.0
H -6.9032 0.5205 4.8094 0.1 -0.1 -0.1
H 2.5098 -1.5908 3.4390 0.2 0.0 0.2
H -2.0150 0.6491 -1.4064 0.2 -0.2 -0.2
H 1.6314 -3.6614 -7.0114 0.0 0.0 0.0
H 0.0691 -1.3340 -1.3482 -0.1 -0.1 0.2
H 7.9349 1.2930 2.1319 0.0 0.0 0.0
H -1.9566 0.6189 0.6594 -0.1 -0.2 0.3
H -3.9125 1.7878 -7.1949 0.0 0.0 0.0
H -4.5966 2.0686 1.5146 0.0 0.1 0.1
H -4.5057 -2.3391 -6.2261 0.0 0.0 0.0
H 3.2838 -7.5411 -1.1186 -0.1 0.0 -0.2
H -0.7682 5.6461 -1.6882 -0.1 -0.2 -0.1
```
Forces are in eV/Å.

Calculated values
LUMO energy in eV: 0.498
E_HOMO in hartree: -0.104
Net charge: -1

***

Computed, not measured: C7H14O2Si in the gas phase, with ωB97M-V with the def2-TZVPD basis set.

Structure (XYZ):
```
24
Properties=species:S:1:pos:R:3:forces:R:3
Si -0.7006 0.2247 0.6412 0.6 -0.6 0.5
O -1.0266 -0.9191 -2.2679 -0.2 -0.2 0.1
O 2.4126 1.4401 -0.1362 -1.3 0.1 1.3
C -0.3250 -1.2194 2.0351 1.5 2.9 -0.1
C -0.2784 2.0802 1.1447 -2.1 -1.1 0.2
C 1.8503 0.5488 -0.9231 -4.0 -4.6 -1.7
C 0.5548 -0.1108 -0.7927 3.6 4.2 2.2
C 0.1010 -0.9861 -1.8170 0.6 -0.5 -1.5
C 1.0742 -2.0091 -2.3490 0.1 -1.3 0.6
C -2.5325 0.1239 0.2133 1.1 -0.2 -2.4
H -2.8834 0.9773 -0.3971 0.2 -0.4 0.3
H 2.1662 -1.7249 -2.2713 -1.4 -0.3 -0.4
H -2.9340 -0.8126 -0.1980 0.6 0.2 -0.3
H 0.6848 -2.2710 -3.3483 0.7 -0.1 0.3
H -1.2059 -1.7558 2.3106 -0.5 -0.5 0.1
H -0.1392 2.3848 0.1195 -0.1 1.0 -0.3
H -0.1102 -0.4652 2.8643 -0.2 -1.2 -0.5
H 3.1643 1.7565 -0.5831 1.6 0.8 -0.6
H 2.4730 0.1603 -1.7839 -0.6 0.9 0.9
H 0.9453 -2.9194 -1.6633 0.2 1.1 -1.0
H -0.8903 2.7793 1.8009 0.3 -1.2 -1.2
H 0.6072 -1.8571 1.9718 -1.2 0.7 -0.3
H 0.6678 2.0394 1.5701 1.9 0.0 0.8
H -2.9432 0.1563 1.1491 -1.4 0.5 2.7
```
Forces are in eV/Å.

Calculated values
LUMO energy in eV: 0.316
E_HOMO in hartree: -0.323
Energy relative to the best compared isomer or geometry (same formula, charge and spin) in kcal/mol: 74.01

***

What did we get for electronic energy? Answer: -133400.468, -19457.174 eV, in the order shown.